The following is a DFT calculation (wB97M-V/def2-TZVPD) of a cluster of 9 separate species, C41H86F15N4O13 in total at a distorted geometry.

The geometry in XYZ format:
```
159
Properties=species:S:1:pos:R:3:forces:R:3:mulliken_charge:R:1
C 4.5784 5.2260 2.1961 -0.240 -0.019 0.515 -1.441
C 3.7711 3.9542 2.2640 -0.922 -0.327 0.246 0.509
C 4.0026 3.1089 1.0318 0.770 0.667 -0.994 -0.110
O 3.3023 3.6531 -0.0514 -0.669 -0.552 0.664 -0.461
C 3.2184 2.8337 -1.2575 -0.060 0.089 2.106 -0.118
N 4.2212 3.1104 3.4669 2.875 2.449 -0.412 0.191
H 5.2630 2.9348 3.3526 -1.508 -0.110 0.244 0.473
H 4.1234 3.7187 4.3084 -0.194 -0.579 -0.201 0.115
H 3.7442 2.2483 3.5839 -0.722 -1.079 0.127 0.056
H 5.6479 4.9221 2.1375 -0.567 0.711 -0.070 0.412
H 4.3480 5.8412 3.0593 0.461 0.122 0.422 0.479
H 4.2387 5.8445 1.3571 0.376 -0.516 -0.161 0.312
H 2.6900 4.1159 2.4947 0.721 0.029 -0.588 -0.002
H 3.7633 2.0901 1.2881 -0.224 -0.705 -0.464 -0.039
H 5.0836 3.2016 0.7415 -0.317 -0.579 0.646 0.225
H 4.1795 2.9703 -1.7452 -0.113 -0.441 -0.593 0.420
H 2.3552 3.2894 -1.6820 -0.376 0.070 -1.337 0.182
H 2.9240 1.7734 -1.0188 0.632 0.795 -0.149 -0.177
C -1.5984 -5.7917 -1.4152 0.728 0.969 1.430 -1.447
C -2.5275 -4.7378 -2.0625 1.115 -1.310 -1.457 2.154
C -2.3475 -4.7444 -3.5998 0.415 0.941 -0.205 -0.832
O -1.0458 -4.4413 -4.0734 0.548 0.187 -0.005 -0.395
C -0.8347 -3.6260 -5.2404 -0.773 1.398 1.973 -0.505
N -3.8969 -5.1510 -1.9119 -1.629 0.975 2.700 -0.404
H -4.0203 -6.1460 -1.9691 0.330 -0.595 -0.304 0.253
H -3.9849 -4.9930 -0.8432 -0.645 -0.287 -1.242 0.011
H -5.1006 -4.4287 -3.2948 0.020 0.528 0.296 0.441
H -1.3539 -6.6992 -1.9631 -0.360 0.131 -0.681 0.388
H -2.0779 -6.1190 -0.4716 0.381 0.357 -0.257 0.404
H -0.6175 -5.3240 -1.1621 -0.546 -0.338 -0.059 0.173
H -2.4587 -3.7506 -1.5527 0.367 -0.613 -0.643 -0.976
H -3.0750 -4.0873 -4.0546 -0.184 0.414 -0.072 0.341
H -2.5872 -5.7372 -3.9597 -0.208 -0.609 0.122 0.330
H -0.0342 -4.1110 -5.7662 0.215 -0.005 -0.651 0.331
H -0.4908 -2.5969 -4.8572 -0.364 -1.256 -0.794 0.015
H -1.7551 -3.4477 -5.8457 0.639 -0.435 0.319 0.304
C 4.7147 -2.5061 -1.7940 0.095 0.434 -0.034 -1.193
C 5.9525 -1.6521 -1.8853 1.037 0.010 0.346 0.122
C 5.6400 -0.3386 -2.5978 -0.041 0.488 0.772 -0.012
O 5.2254 -0.5449 -3.9021 -0.960 -0.121 -1.508 -0.429
C 3.9199 -0.0586 -4.3289 1.053 -0.129 0.071 -0.383
N 6.3699 -1.4169 -0.4192 -0.048 -0.291 -1.086 -0.529
H 6.1210 -2.3071 0.0138 0.388 0.250 0.186 0.229
H 7.3814 -1.2926 -0.2844 -0.564 -0.053 -0.307 0.224
H 5.3836 -0.3485 1.0112 -1.115 1.354 1.829 0.399
H 4.9414 -3.4633 -1.2780 -0.441 0.437 -0.494 0.371
H 4.3242 -2.6184 -2.8070 -0.137 -0.463 0.240 0.427
H 4.0240 -1.8752 -1.2187 -0.297 -0.544 0.042 0.049
H 6.7243 -2.1507 -2.5253 -0.249 0.141 0.875 0.365
H 6.5246 0.2875 -2.6914 0.324 0.163 0.555 0.388
H 4.8919 0.1823 -1.9941 -0.123 0.220 0.003 -0.257
H 3.9641 0.1096 -5.4233 0.030 -0.365 0.646 0.343
H 3.6837 0.9151 -3.8818 -0.002 -0.250 0.171 0.182
H 3.1885 -0.8259 -4.0723 -0.305 0.253 -0.095 0.125
C 0.6922 -1.3395 -1.5339 -0.042 1.433 1.657 -0.956
C -0.6574 -0.6452 -1.1845 -0.683 -1.344 -0.207 0.985
C -0.3648 0.6196 -0.4170 0.007 0.161 -1.119 -0.008
N -1.5574 1.4127 0.0694 -0.243 -1.827 -0.585 1.046
C -2.3940 0.7550 1.1264 -1.244 -0.367 -0.878 -0.464
C -1.7021 0.4236 2.3877 -0.539 -0.064 1.405 0.222
C -1.1666 1.7078 3.0475 -0.271 -0.750 -0.393 -1.255
C -0.3729 2.4714 1.9721 0.826 0.440 0.907 0.416
C -1.0691 2.6675 0.6450 0.637 1.164 -0.678 -0.792
C -2.4796 1.5813 -1.1180 0.414 0.310 -0.056 -1.250
H 1.1481 -0.6324 -2.2094 0.605 0.064 -0.456 0.114
H 0.6168 -2.3035 -2.0236 -0.162 -0.175 0.243 0.612
H 1.3266 -1.3240 -0.5906 -0.527 -0.509 -1.176 -0.162
H -1.2820 -1.3121 -0.5279 0.311 0.348 -0.896 -0.837
H -1.1437 -0.4478 -2.1590 -0.161 -0.158 0.701 0.352
H 0.1957 1.3353 -1.0645 -0.239 -0.238 0.479 -0.957
H 0.1806 0.2883 0.4187 0.863 0.074 1.304 0.597
H -2.7921 -0.1683 0.6736 -0.125 0.592 0.190 -0.049
H -3.1977 1.5043 1.3103 0.198 -0.709 -0.160 0.574
H -0.9303 -0.2727 2.1611 1.025 -0.555 -0.053 -0.446
H -2.4165 -0.1974 2.9938 0.595 0.937 -0.291 0.552
H -0.4969 1.4867 3.8619 0.282 -0.245 0.345 0.516
H -2.0103 2.2385 3.5280 0.350 0.230 -0.643 0.250
H 0.6270 1.9985 1.8007 -0.805 -0.043 0.120 -0.293
H -0.0898 3.4516 2.3912 -0.291 -0.053 -0.399 0.720
H -0.3920 3.1304 -0.0911 -0.269 -0.157 0.138 0.016
H -1.9417 3.2958 0.7216 -0.324 0.396 0.288 0.574
H -3.0934 0.6765 -1.2895 0.660 0.345 0.237 0.465
H -1.8256 1.8174 -1.9797 -0.657 0.272 0.463 0.000
H -3.1461 2.3792 -0.8089 -0.125 0.293 -0.480 0.564
C 4.1114 -0.9535 2.3783 1.493 -0.042 -1.186 -0.158
O 2.9752 -1.2153 1.6289 0.570 -0.993 -0.229 0.612
O 4.8944 0.0888 1.8496 0.813 -1.656 -2.168 -0.629
C 3.7687 -0.6063 3.7825 0.550 -0.941 0.888 0.235
F 2.9395 0.3738 4.0462 0.020 2.990 -0.425 -0.122
F 3.0729 -1.6062 4.2533 -0.057 -2.551 1.185 -0.291
F 4.9297 -0.4728 4.4897 -0.867 0.341 -0.067 -0.309
C 2.6882 -2.6614 1.4239 0.432 0.461 0.247 -0.568
C 1.3376 -2.8780 2.0647 0.378 -0.365 -0.919 -0.977
H 0.6509 -2.2128 1.5721 -0.507 0.340 -0.031 -0.091
H 0.9428 -3.8790 1.9407 0.081 -0.278 -0.021 0.500
H 1.4281 -2.6343 3.0992 -0.258 0.085 0.662 0.333
H 3.4928 -3.2562 1.9033 -0.436 0.315 -0.119 0.530
H 2.7478 -2.8698 0.3433 -0.309 0.211 0.403 0.187
H 4.7650 -1.8686 2.5254 -0.732 0.645 -0.347 0.369
C 3.6917 5.9779 6.9745 -1.170 2.832 0.814 0.514
O 2.5293 4.8750 7.0224 -0.460 -0.254 -0.214 -0.493
O 3.3242 7.2153 7.2314 0.523 -2.999 -1.119 -0.817
C 4.5430 5.4431 8.1864 0.463 0.782 -0.732 0.725
F 4.7296 4.0821 8.0111 0.870 1.160 0.932 -0.278
F 5.7922 6.1317 8.2215 -1.734 -1.832 -0.010 -0.292
F 3.9786 5.6784 9.4064 0.755 -0.745 -1.615 -0.253
C 2.4173 4.0394 5.9023 0.850 3.009 0.054 0.148
C 1.0499 3.5372 5.5680 -0.104 -1.271 2.249 -0.805
H 0.2206 4.2272 5.6275 0.173 0.538 0.191 0.386
H 1.0800 3.1503 4.5857 -0.083 -0.773 -1.219 -0.203
H 0.8819 2.7184 6.3014 -0.506 0.249 -0.645 0.371
H 3.1636 3.2339 5.9294 -0.077 -0.420 0.102 0.267
H 2.6703 4.7323 5.0719 0.390 -0.242 -0.515 -0.018
H 4.0973 5.7988 5.8746 0.137 -0.167 1.609 -0.290
C -4.2172 -4.1867 1.9088 1.617 0.116 -2.619 -0.525
O -5.6080 -3.9975 1.8654 -2.559 0.731 -0.182 -0.297
O -3.6068 -5.0014 1.0444 -1.139 0.323 0.609 -0.828
C -3.5566 -2.7104 1.6237 -1.562 -2.829 0.500 0.691
F -3.6607 -2.3286 0.3105 0.739 -0.243 0.669 -0.124
F -4.0797 -1.6960 2.3143 -0.112 0.782 0.498 -0.354
F -2.2776 -2.8616 2.0236 0.457 1.022 -0.699 -0.161
C -6.5891 -4.7656 1.1737 0.477 -0.383 0.633 0.306
C -7.9496 -4.5190 1.8185 -0.488 0.726 -0.114 -1.383
H -8.7797 -5.0632 1.3389 0.536 -0.170 -0.158 0.396
H -7.9774 -4.8196 2.8821 0.181 0.517 -0.417 0.326
H -8.2132 -3.4538 1.6427 0.143 -0.443 0.720 0.303
H -6.4063 -5.8537 1.2705 0.407 0.477 -0.561 0.251
H -6.6318 -4.3956 0.1499 0.056 -0.582 -0.388 -0.106
H -4.1379 -4.4145 2.9570 1.188 -0.033 1.056 0.434
C -5.7644 -2.6198 -3.0367 -0.762 -1.991 1.880 0.967
O -6.9923 -2.0525 -3.2776 -1.064 0.616 -0.647 -0.394
O -5.5557 -3.7197 -3.8174 0.262 -0.836 -0.806 -0.680
C -4.7797 -1.5551 -3.2587 1.615 0.385 -1.417 0.856
F -4.8739 -1.2096 -4.5630 1.003 0.252 0.343 -0.326
F -5.0957 -0.5007 -2.5354 0.357 0.961 0.645 -0.301
F -3.4540 -1.8966 -2.9433 -1.963 0.524 -0.669 -0.071
C -8.0306 -2.1989 -2.2955 0.226 0.224 -0.607 0.023
C -9.0096 -0.9605 -2.4129 1.457 -1.472 0.392 -1.226
H -9.8830 -1.1885 -1.8112 -0.252 0.110 0.010 0.407
H -8.5010 -0.0846 -1.9904 -0.235 -0.097 -0.378 0.279
H -9.2887 -0.8254 -3.4674 0.136 0.057 0.418 0.293
H -7.4649 -2.2972 -1.3699 -0.632 0.407 0.647 0.120
H -8.5426 -3.1687 -2.4410 -0.043 0.456 -0.143 0.327
H -5.6689 -2.9173 -1.9886 0.024 0.051 0.386 -0.676
C 0.5961 2.4644 -3.5189 -2.811 4.451 1.448 -0.067
O 1.2113 3.5833 -4.2476 -1.050 1.190 0.167 -0.516
O 0.2223 2.8168 -2.2372 -0.078 -1.077 -2.158 -0.898
C -0.5820 2.0186 -4.4842 -0.964 0.251 0.250 0.790
F -1.7411 2.7479 -4.3105 0.769 -0.228 0.425 -0.314
F -0.3470 2.0738 -5.7791 1.148 1.139 -1.334 -0.334
F -0.9449 0.7413 -4.3741 -0.255 -1.376 1.629 -0.151
C 0.4974 4.8543 -3.9707 0.041 -0.663 0.860 0.242
C 0.9921 5.9637 -4.8929 1.274 -0.094 -0.389 -1.245
H 1.7106 5.4633 -5.5565 -0.058 0.202 -0.047 0.293
H 0.2335 6.3974 -5.5693 0.130 -0.212 0.628 0.319
H 1.5799 6.7776 -4.4137 -0.609 -0.482 -0.063 0.307
H 0.5777 4.9940 -2.8703 0.283 0.433 -0.801 0.140
H -0.5757 4.7700 -4.1181 -0.122 -0.526 -0.206 0.190
H 1.3640 1.8088 -3.5043 2.347 -2.968 -0.456 -0.006
```
Positions in Å, forces in eV/Å.

Computed properties:
net charge = -1
largest force on an atom = 5.5 eV/A
HOMO-LUMO gap = 6.417 eV
LUMO = 0.039 Ha